Below is the molecule C3H7N3S, with properties calculated with the ωB97M-V functional and the def2-TZVPD basis.

## Properties
E_LUMO (spin up / spin down) ... 0.8 / -0.3 eV
Energy above the lowest of the compared OMol25 structures with the same formula, charge and spin ... 112.9 kcal per mole
Frontier orbital gap (spin up / spin down) ... 0.3165 / 0.2519 Ha
HOMO level (spin up / spin down) ... -7.82 / -7.17 eV

```
! RIJCOSX wB97M-V def2-TZVPD def2/J DEFGRID3
* xyz 0 1
S 1.53 -0.35 -0.61
N -1.12 1.64 0.12
N 0.44 -0.46 0.65
N -1.67 0.82 -0.48
C 2.22 1.13 0.18
C -0.70 -1.25 0.45
C -1.67 -0.53 -0.64
H -1.15 -1.33 1.50
H -1.14 -0.67 -1.68
H 1.19 1.55 0.32
H 2.70 0.91 1.15
H -0.74 -2.24 0.01
H 2.87 1.70 -0.44
H -2.76 -0.92 -0.52
*
```

So, what does the Mulliken scheme give us? The charges, in e, come out as: 0.026 -0.445 -0.360 0.246 -0.556 -0.551 -0.336 0.345 0.297 0.129 0.246 0.291 0.350 0.320

=====

Below is the molecule C7H12N2O5, with properties calculated with the ωB97M-V functional and the def2-TZVPD basis.

## Properties
E_LUMO ... 0.5 eV
SMILES ... N[C@@H](CCC(=O)O)C(=O)NCC(=O)O
Energy above the lowest of the compared OMol25 structures with the same formula, charge and spin ... 74.6 kcal per mole
Frontier orbital gap ... 0.3202 Ha
HOMO level ... -8.21 eV

```
! RIJCOSX wB97M-V def2-TZVPD def2/J DEFGRID3
* xyz 0 1
O 1.00 1.84 0.07
O 4.55 0.79 -0.75
O -4.72 -0.89 -0.12
O 3.99 -1.53 -0.64
O -3.56 0.95 0.59
N -1.11 -0.64 1.27
N 1.84 -0.21 0.75
C 1.02 0.64 0.22
C -2.59 -0.27 -1.26
C -1.44 0.55 -0.88
C 3.97 -0.42 -0.23
C 3.22 0.00 1.16
C -3.78 -0.18 -0.27
C -0.53 -0.23 0.00
H -3.03 0.40 -2.13
H -0.78 0.78 -1.89
H -2.33 -1.26 -1.61
H 4.99 0.47 -1.64
H -0.06 -1.20 -0.39
H -1.02 -1.59 1.51
H 3.69 -0.50 2.07
H 3.34 1.09 1.19
H 1.36 -1.09 0.92
H -1.97 -0.08 1.40
H -1.57 1.52 -0.44
H -4.50 1.06 1.09
*
```

So, what does the Mulliken scheme give us? The charges, in e, come out as: -0.663 -0.473 -0.550 -0.492 -0.500 -0.480 -0.045 0.455 -0.454 -0.580 0.586 -0.604 0.449 -0.464 0.267 0.313 0.334 0.350 0.432 0.193 0.355 0.318 0.217 0.312 0.377 0.348

=====

Below is a structure of composition C37H39N2O3Yb, with properties calculated with the ωB97M-V functional and the def2-TZVPD basis.

## Properties
E_LUMO (spin up / spin down) ... 0.1 / -0.3 eV
Frontier orbital gap (spin up / spin down) ... 0.2796 / 0.2676 Ha
HOMO level (spin up / spin down) ... -7.54 / -7.54 eV
<S²> ... 0.75

```
! RIJCOSX wB97M-V def2-TZVPD def2/J DEFGRID3
* xyz 0 2
Yb -0.53 0.21 -0.35
O -3.39 0.12 -4.75
O -2.04 1.24 1.11
O -0.18 0.31 1.92
N -0.67 -0.97 4.39
N -1.68 1.55 -4.83
C 1.16 -2.30 3.72
C 1.64 1.51 -1.28
C 1.76 0.19 -1.83
C 1.60 0.00 4.44
C 2.14 0.06 0.43
C 3.25 0.66 -5.69
C -0.52 2.31 -4.39
C 0.70 -1.05 4.17
C 1.97 2.42 -4.62
C -3.74 -1.79 -2.83
C 3.20 1.86 -4.98
C -3.10 1.32 5.96
C -1.53 -2.47 -3.79
C 0.78 1.75 -4.93
C 0.82 0.58 -5.70
C 1.87 1.42 0.12
C -1.80 1.08 3.50
C -1.67 -1.97 0.95
C -1.77 -1.93 -1.34
C -0.46 -2.53 0.44
C -2.22 -1.59 -2.73
C 2.51 -2.50 3.48
C -1.31 0.89 2.10
C -2.25 0.24 5.73
C 2.97 -0.22 4.20
C 2.07 -0.69 -0.77
C 1.12 1.31 4.98
C 2.06 0.03 -6.07
C -2.65 2.16 3.74
C -1.80 -0.09 -2.94
C 3.98 0.87 4.44
C -2.48 -1.59 -0.15
C -3.28 2.30 4.97
C 3.41 -1.46 3.74
C -0.52 -2.49 -0.97
C -2.35 0.52 -4.23
C -1.54 0.14 4.53
H 3.81 1.74 3.80
H 0.43 -3.09 3.56
H -1.70 -3.53 -3.54
H 0.51 1.83 4.22
H -0.12 0.10 -6.01
H -2.10 -0.53 6.49
H 1.91 3.37 -4.09
H 1.75 -0.06 -2.89
H -3.98 -2.83 -2.56
H -1.97 -1.95 1.99
H 2.07 -0.90 -6.65
H 1.47 2.42 -1.85
H -3.47 -1.14 -0.11
H 2.45 -0.33 1.40
H 1.96 1.96 5.23
H -0.69 -0.02 -2.96
H 0.34 -2.95 1.03
H -0.45 -2.29 -3.84
H 0.50 1.18 5.88
H 0.23 -2.85 -1.68
H -2.80 2.87 2.93
H -1.12 -1.86 4.60
H 2.86 -3.46 3.11
H 2.27 -1.76 -0.85
H -2.15 1.89 -5.66
H 4.48 -1.60 3.58
H -0.48 2.35 -3.28
H -4.28 -1.12 -2.15
H 4.21 0.22 -5.96
H -2.19 0.55 -2.11
H 4.99 0.49 4.20
H -0.64 3.34 -4.75
H -3.93 3.15 5.14
H 4.12 2.38 -4.69
H -3.61 1.40 6.92
H -4.08 -1.58 -3.85
H 4.00 1.21 5.48
H 1.91 2.25 0.82
H -1.97 -2.27 -4.77
*
```

So, what does the Mulliken scheme give us? The charges, in e, come out as: 0.940 -0.696 -0.851 0.222 0.301 -0.051 -0.923 -0.300 0.094 1.148 0.418 -0.515 -0.918 -0.034 -0.251 -1.812 -0.606 -0.521 -1.923 0.708 -0.213 -1.282 0.425 -0.376 -0.588 -0.410 3.326 -0.820 0.582 -0.268 1.412 -1.372 -1.537 -0.598 -0.538 -0.205 -1.794 -1.246 -0.747 -1.017 -1.118 0.007 -0.575 0.336 0.421 0.424 0.235 0.417 0.427 0.418 0.470 0.396 0.646 0.398 0.382 0.235 0.247 0.512 -0.441 0.377 0.263 0.298 0.489 0.474 0.377 0.406 0.517 0.300 0.282 -0.026 0.335 0.377 0.587 0.391 0.538 0.399 0.384 0.398 0.504 0.393 0.479 0.460

=====

Below is a cluster of 3 separate species, C2H9NS in total, with properties calculated with the ωB97M-V functional and the def2-TZVPD basis.

## Properties
E_LUMO (spin up / spin down) ... 3.6 / 3.9 eV
Energy above the lowest of the compared OMol25 structures with the same formula, charge and spin ... 28.2 kcal per mole
Frontier orbital gap (spin up / spin down) ... 0.0843 / 0.3256 Ha
HOMO level (spin up / spin down) ... 1.26 / -4.99 eV
<S²> ... 0.75

```
! RIJCOSX wB97M-V def2-TZVPD def2/J DEFGRID3
* xyz -1 2
S -2.12 -0.71 1.77
N 0.64 -2.19 -2.15
C -0.97 0.57 1.17
C -1.86 0.04 0.14
H 3.97 3.96 2.42
H -0.32 -1.84 -2.33
H 0.07 0.25 1.16
H 1.09 -1.70 -2.92
H 0.58 -3.16 -2.46
H -2.65 0.68 -0.23
H -1.49 -0.67 -0.59
H -1.06 1.56 1.60
H 4.12 3.22 2.42
*
```

So, what does the Mulliken scheme give us? The charges, in e, come out as: -0.520 -1.829 -0.609 -0.254 -0.002 0.530 0.290 0.397 0.515 0.397 -0.170 0.253 0.001

=====

Below is a cluster of 2 separate species, C4H5BrO2 in total, with properties calculated with the ωB97M-V functional and the def2-TZVPD basis.

## Properties
E_LUMO ... -0.2 eV
Energy above the lowest of the compared OMol25 structures with the same formula, charge and spin ... 62.6 kcal per mole
Frontier orbital gap ... 0.3103 Ha
HOMO level ... -8.63 eV

```
! RIJCOSX wB97M-V def2-TZVPD def2/J DEFGRID3
* xyz 0 1
Br -0.59 2.01 -0.90
O -2.18 -0.90 -0.89
O -1.51 -1.34 -3.00
C 0.18 0.41 1.12
C -1.84 -1.08 -1.96
C -0.97 1.20 0.65
C 1.42 -0.18 0.45
H -0.38 -0.34 1.93
H 2.06 0.55 0.12
H 0.68 1.17 1.64
H 2.01 -0.73 1.18
H 1.11 -0.77 -0.34
*
```

So, what does the Mulliken scheme give us? The charges, in e, come out as: -0.058 -0.332 -0.335 -0.115 0.674 -0.362 -1.148 0.271 0.415 0.347 0.333 0.311

=====

Below is a cluster of 11 separate species, C39H68O33 in total, with properties calculated with the ωB97M-V functional and the def2-TZVPD basis.

## Properties
E_LUMO (spin up / spin down) ... -3.7 / -9.7 eV
Frontier orbital gap (spin up / spin down) ... 0.3017 / 0.0823 Ha
HOMO level (spin up / spin down) ... -11.94 / -11.94 eV
<S²> ... 0.75

```
! RIJCOSX wB97M-V def2-TZVPD def2/J DEFGRID3
* xyz 1 2
O -2.94 6.35 0.61
O -2.51 2.69 3.27
O 3.91 -2.33 3.46
O 4.79 1.40 4.39
O 0.88 0.49 -1.09
O -4.75 0.65 -1.27
O 5.41 2.41 -2.45
O -2.89 0.65 2.18
O 0.13 5.92 -2.57
O -4.13 -3.48 2.58
O 7.25 1.49 -3.00
O -4.09 -1.23 -2.55
O -1.25 -4.66 -4.04
O -4.87 -4.42 0.48
O 3.03 0.47 5.21
O -5.90 -1.27 -1.07
O 1.72 0.16 1.11
O 2.38 -1.15 -0.76
O 3.66 -5.80 -0.02
O 1.83 4.61 -1.58
O 4.87 0.74 6.49
O 2.61 -6.92 -1.70
O -0.69 -4.14 -6.15
O 1.49 -5.58 -0.14
O -0.96 -6.40 -5.47
O 5.49 -2.85 4.86
O 6.04 -1.73 2.92
O 1.62 6.80 -1.25
O -2.46 6.33 -1.51
O 5.61 0.11 -2.20
O -1.19 1.17 3.65
O -2.90 -3.24 0.59
O -2.00 4.51 -0.24
C 4.36 -3.48 5.41
C 5.23 -2.36 3.62
C -0.36 4.94 -3.54
C 3.27 -2.84 4.61
C -6.05 -4.78 1.14
C -0.98 -2.95 -5.55
C 1.63 -0.13 -0.12
C 3.33 -1.96 -0.08
C 1.20 5.63 -1.72
C -6.73 -0.30 -0.42
C 2.55 -6.14 -0.70
C -2.86 7.67 -1.19
C 8.28 0.40 -2.99
C -6.78 -5.88 0.42
C 4.01 1.28 3.21
C 4.26 2.28 -0.26
C 0.20 -5.63 -0.79
C -0.93 -2.51 -2.99
C -1.48 0.85 -0.76
C 4.24 0.92 5.47
C -2.34 5.65 -0.38
C -7.05 -0.76 0.97
C -3.68 7.39 0.06
C 2.66 6.77 -0.33
C 4.15 2.54 -1.82
C 3.58 -5.11 1.34
C -2.27 1.43 3.00
C -3.69 3.18 2.61
C -4.00 -3.67 1.34
C -0.58 -0.13 3.57
C -5.91 0.92 -0.47
C 2.73 0.78 3.87
C -1.89 -2.34 1.01
C 6.05 1.22 -2.60
C 0.35 5.21 -4.82
C -4.80 -0.66 -1.68
C -1.55 -3.29 -4.15
C -1.05 -5.17 -5.28
C -0.09 1.47 -0.88
H 3.03 -4.17 1.28
H 3.54 6.25 -0.72
H 8.74 0.33 -3.98
H 4.61 1.27 -0.08
H 3.49 -2.86 -0.68
H 2.38 -0.18 3.48
H -6.16 -1.03 1.54
H -1.77 0.27 -1.64
H 4.28 -1.49 0.18
H 3.49 1.80 -2.27
H 3.00 -2.16 0.94
H -5.53 1.26 0.50
H 0.04 2.18 -1.69
H 7.77 -0.53 -2.75
H -7.72 -1.61 0.94
H 3.22 2.27 0.06
H -6.16 -6.78 0.32
H -1.50 0.27 0.17
H -0.16 -6.66 -0.91
H 3.02 7.80 -0.26
H -7.00 -5.47 -0.56
H -3.81 8.27 0.68
H -3.50 3.12 1.54
H -1.44 4.94 -3.67
H 4.33 -3.30 6.48
H -0.21 3.91 -3.20
H -1.92 8.21 -1.05
H 4.71 3.14 0.23
H -0.03 -2.42 -5.47
H -0.13 -0.28 2.59
H -1.52 -2.88 -2.15
H -4.49 2.56 3.01
H 2.72 -2.17 5.26
H 4.46 0.66 2.43
H -2.24 1.63 -0.77
H 4.54 -4.55 5.34
H -6.49 1.77 -0.83
H 3.85 3.59 -1.89
H -2.43 -1.53 1.50
H -5.72 -5.11 2.13
H -7.65 -6.20 0.99
H -4.72 7.19 -0.20
H -3.43 8.03 -2.04
H -6.65 -3.89 1.33
H -1.62 -2.40 -6.23
H -0.01 6.12 -5.30
H -1.36 -0.86 3.78
H 9.07 0.50 -2.25
H 3.74 2.24 2.76
H 2.38 6.30 0.61
H 0.09 4.44 -5.56
H -1.12 -1.44 -3.10
H 4.58 -4.85 1.68
H 0.18 -0.29 4.34
H -0.52 -5.18 -0.11
H -1.23 -2.83 1.72
H 0.10 -5.08 -1.73
H -1.32 -2.11 0.11
H 2.04 1.63 3.84
H 1.37 5.49 -4.56
H -7.44 -0.01 1.66
H 0.13 -2.61 -2.76
H 0.03 2.06 0.03
H 2.77 -3.76 4.30
H -2.63 -3.11 -4.15
H -7.59 -0.26 -1.07
H -3.83 4.22 2.92
H 3.17 -5.84 2.03
*
```

Here are the Mulliken charges for atoms 1 to 99, given in e: -0.292 -0.391 -0.014 -0.386 -0.503 -0.173 -0.396 -0.435 -0.306 -0.616 -0.373 -0.613 -0.259 -0.138 -0.478 -0.295 -0.251 -0.395 -0.295 -0.418 -0.604 -0.088 -0.331 -0.189 -0.589 -0.415 -0.582 -0.341 -0.225 -0.613 -0.406 -0.160 -0.414 -0.573 0.580 0.411 -0.177 -0.029 -0.442 0.514 -0.298 0.657 0.505 0.855 -0.379 -0.631 -1.335 0.155 -0.856 -0.692 -1.063 -0.126 0.580 0.581 -1.458 -0.381 -0.681 -0.057 -0.449 0.713 -0.425 0.566 -0.268 -0.162 0.316 -0.250 0.818 -1.368 0.588 0.403 0.596 0.253 0.152 0.264 0.258 0.305 0.447 -0.248 0.298 0.143 0.175 0.291 -0.101 0.001 -0.480 0.292 0.340 0.175 0.310 -0.382 0.435 0.269 0.322 0.350 0.073 0.356 0.303 -0.228 0.245

=====

Summary of M in g mol⁻¹
117.18; 204.18; 732.77; 79.17; 164.99; 1064.94
(order as listed above)